The following is a DFT calculation (ωB97M-V with the def2-TZVPD basis set) of one molecule with the formula CF4.

Structure (XYZ):
```
5
Properties=species:S:1:pos:R:3:nbo_charge:R:1
F 1.16541 0.26544 -0.54942 -0.30
C 0.00949 -0.00760 0.00779 1.23
F -0.95520 -0.31958 -1.00604 -0.34
F 0.15852 -0.94939 0.82542 -0.28
F -0.37822 1.01113 0.72226 -0.30
```

Its energy relative to the best compared isomer or geometry (same formula, charge and spin) is 36.9 kJ/mol. As for the HOMO energy: -15.03 eV. The value obtained for the gap between HOMO and LUMO is 16.0 eV. Its largest force on an atom is 3.64 eV/A. The structure (SMILES) is FC(F)(F)F. As for the total energy: -437.58103 Ha.

---

The following is a DFT calculation (ωB97M-V with the def2-TZVPD basis set) of a 8-piece molecular cluster, C3H18N2O7 overall.

Structure (XYZ):
```
30
Properties=species:S:1:pos:R:3:nbo_charge:R:1
C -0.50373 2.01984 0.93291 -0.10
C -1.64186 1.95748 0.15242 -0.11
N -1.40971 1.00231 -0.79210 -0.52
C -0.16256 0.51180 -0.59423 0.18
N 0.30654 0.99804 0.54025 -0.55
H -0.49867 2.65638 1.80036 0.23
H -2.38396 2.72702 0.01583 0.22
H -2.06668 0.75841 -1.51336 0.42
H 0.24883 -0.31072 -1.14343 0.23
O 1.76888 -2.73849 -1.40563 -0.96
H 1.07473 -3.10068 -1.96084 0.49
H 2.38290 -2.17646 -1.88032 0.49
O 2.47179 2.36182 -0.94143 -0.96
H 1.80532 1.72650 -0.62071 0.48
H 3.29808 2.01485 -0.59676 0.46
O -0.46088 -2.08133 0.49801 -0.99
H 0.25263 -2.26276 -0.12532 0.49
H -0.13784 -2.19278 1.39690 0.50
O 0.22248 -0.41836 -3.66087 -0.94
H 0.74458 0.31603 -4.01138 0.48
H -0.64456 -0.13571 -3.98555 0.47
O 2.01130 -0.97605 1.78358 -0.97
H 1.88743 -0.30807 2.46215 0.49
H 1.89408 -0.68010 0.88568 0.48
O -3.46710 -0.83740 1.06748 -0.94
H -2.58079 -0.54655 0.80914 0.47
H -3.46806 -1.68594 0.60193 0.47
O 0.02386 0.50688 3.59831 -0.96
H -0.82193 0.38662 4.03912 0.48
H -0.14513 0.50743 2.64785 0.48
```

Its energy relative to the best compared isomer or geometry (same formula, charge and spin) is 13.4 kJ/mol. As for the HOMO energy: -9.29 eV. The value obtained for the gap between HOMO and LUMO is 9.2 eV. Its largest force on an atom is 2.79 eV/A. The structure (SMILES) is c1c[nH]cn1.O.O.O.O.O.O.O. As for the total energy: -761.27731 Ha.

---

The following is a DFT calculation (ωB97M-V with the def2-TZVPD basis set) of C4H6Br2N2O2 as an isolated structure.

Structure (XYZ):
```
16
Properties=species:S:1:pos:R:3:nbo_charge:R:1
C 2.49000 -3.04738 0.11077 1.02
C -1.65394 0.76959 1.09495 -0.21
C -1.27354 -0.39639 -0.78849 -0.09
C -0.74944 1.78907 -0.34596 0.08
N -0.69454 0.93505 -1.24794 -0.48
N -1.21059 -0.49867 0.65156 -0.61
O 2.13596 -2.45783 -0.80349 -0.51
O 2.75436 -3.73147 0.99422 -0.51
Br -0.39578 3.59822 -0.34025 0.11
Br 3.39841 1.30493 -0.06764 -0.19
H -1.39346 1.04407 2.09126 0.21
H -2.64907 0.91421 0.81488 0.18
H -2.27175 -0.40779 -1.25467 0.21
H -0.60723 -1.11728 -1.31287 0.22
H -0.32729 -0.64381 1.16817 0.38
H 2.44791 1.94548 -0.76450 0.19
```

Its energy relative to the best compared isomer or geometry (same formula, charge and spin) is 179.0 kJ/mol. As for the HOMO energy: -8.96 eV. The value obtained for the gap between HOMO and LUMO is 9.3 eV. Its largest force on an atom is 4.45 eV/A. As for the total energy: -5563.99155 Ha.

---

The following is a DFT calculation (ωB97M-V with the def2-TZVPD basis set) of a 8-piece molecular cluster, C12H28BBr8N3O8 overall.

Structure (XYZ):
```
60
Properties=species:S:1:pos:R:3:nbo_charge:R:1
N 2.48815 -2.73278 2.20733 -0.87
H 2.28828 -3.72329 2.07991 0.45
H 3.40393 -2.48716 1.83066 0.45
H 2.46216 -2.44653 3.19005 0.47
H 1.81872 -2.11251 1.72172 0.48
N 1.15303 -3.71019 -2.98653 -0.89
H 0.33579 -3.06132 -2.86397 0.47
H 1.12561 -3.97008 -3.97867 0.46
H 1.07234 -4.55051 -2.41844 0.45
H 2.00320 -3.15582 -2.90218 0.44
N 5.61813 2.08541 0.01246 -0.87
H 5.80319 1.73272 0.95206 0.45
H 5.64906 1.34804 -0.68960 0.45
H 6.28289 2.81704 -0.24746 0.46
H 4.65263 2.45806 0.03861 0.49
O 2.74185 2.17186 -0.40576 -0.62
C 1.80706 1.43441 -0.21600 0.72
O 0.69995 1.40642 -0.90374 -0.60
B -0.05187 0.19177 -0.55889 1.17
O 0.47969 -0.20100 0.77174 -0.66
C 1.64736 0.39391 0.92590 0.71
O 2.50403 0.05389 1.70599 -0.63
O -1.47773 0.38666 -0.59769 -0.67
C -2.06169 -0.40770 -1.49936 0.69
O -3.21288 -0.45916 -1.76632 -0.47
C -0.94617 -1.25172 -2.13946 0.70
O 0.21052 -0.88049 -1.60209 -0.69
O -1.11456 -2.03181 -3.04198 -0.57
Br -1.26516 -2.79556 1.31298 -0.11
C -2.60701 -1.76543 2.33796 -0.40
C -2.13599 -0.40810 2.73745 -0.47
Br -0.75524 -0.47919 4.10197 -0.01
H -2.90844 -2.42697 3.14128 0.25
H -3.41733 -1.69149 1.61383 0.25
H -2.98628 0.12924 3.15928 0.26
H -1.79598 0.17695 1.88878 0.24
Br -2.05760 -5.51870 -2.86724 -0.05
C -3.30483 -5.02018 -1.45802 -0.44
C -4.37827 -4.12192 -2.00021 -0.48
Br -5.69458 -3.80222 -0.63927 0.04
H -2.77688 -4.52837 -0.64111 0.22
H -3.69032 -5.91197 -0.96828 0.24
H -4.83917 -4.59261 -2.86833 0.24
H -3.98982 -3.17543 -2.37071 0.24
Br -1.83472 5.26543 3.69389 0.03
C -1.24982 3.40782 3.72301 -0.45
C -0.60400 2.99209 2.41060 -0.48
Br 0.76362 4.19456 1.77396 0.01
H -2.12550 2.79702 3.91365 0.23
H -0.51809 3.35257 4.52183 0.23
H -1.35559 2.86912 1.63497 0.23
H -0.12956 2.03499 2.63588 0.21
Br -0.21306 3.34271 -3.13697 -0.02
C 0.27615 4.87563 -2.03710 -0.43
C 1.75263 5.07899 -2.22496 -0.47
Br 2.41581 6.71116 -1.42550 0.01
H -0.02012 4.63272 -1.02369 0.23
H -0.26399 5.74027 -2.40951 0.24
H 1.98173 5.09611 -3.28926 0.23
H 2.34474 4.24260 -1.85947 0.22
```

Its energy relative to the best compared isomer or geometry (same formula, charge and spin) is 0.0 kJ/mol. As for the HOMO energy: -13.49 eV. The value obtained for the gap between HOMO and LUMO is 7.2 eV. Its largest force on an atom is 1.35 eV/A. As for the charge: +2. As for the total energy: -21856.89881 Ha.

---

The following is a DFT calculation (ωB97M-V with the def2-TZVPD basis set) of one molecule with the formula C4H9N.

Structure (XYZ):
```
14
Properties=species:S:1:pos:R:3:nbo_charge:R:1
C -2.19775 -0.02869 -0.13859 -0.44
C -0.98675 -0.19208 0.34889 -0.18
C 0.42638 0.09876 -0.35320 -0.10
C 1.39620 -1.09954 -0.04222 -0.62
N 1.06080 1.23917 0.12306 -0.84
H -3.06011 -0.52507 0.49043 0.21
H -2.36035 0.29375 -1.19089 0.21
H -0.79520 -0.71898 1.43689 0.19
H 0.35660 0.08263 -1.43601 0.20
H 1.83689 -0.90334 1.01874 0.21
H 0.84195 -2.09863 -0.13980 0.21
H 2.34788 -1.10913 -0.71568 0.22
H 0.64187 2.19248 -0.39761 0.36
H 0.93642 1.44139 1.18322 0.37
```

Its energy relative to the best compared isomer or geometry (same formula, charge and spin) is 194.7 kJ/mol. As for the HOMO energy: -9.02 eV. The value obtained for the gap between HOMO and LUMO is 10.2 eV. Its largest force on an atom is 6.46 eV/A. The structure (SMILES) is C=C[C@H](C)N. As for the total energy: -212.47700 Ha.

---

The following is a DFT calculation (ωB97M-V with the def2-TZVPD basis set) of C13H25O15Tl as an isolated structure.

Structure (XYZ):
```
54
Properties=species:S:1:pos:R:3:nbo_charge:R:1
Tl -5.43162 -3.17144 -6.24338 1.00
O -0.36755 0.29977 -2.08886 -0.56
C -1.65879 0.00027 -2.22768 0.91
O -2.43277 0.59511 -1.49058 -0.28
O -2.07295 -0.68982 -3.19376 -0.29
H -0.46298 0.52844 -1.16139 0.51
C -0.27705 -5.37916 2.34748 -0.26
O -0.42385 -4.27121 3.22021 -0.46
C 0.09216 -3.07461 2.98953 0.99
O 0.56396 -2.64268 1.95096 -0.58
O 0.08393 -2.44021 4.15724 -0.45
C 0.66100 -1.16748 4.13846 -0.26
H 0.24698 -5.04706 1.45127 0.20
H -1.28571 -5.70971 2.09959 0.20
H 0.25339 -6.19452 2.83934 0.22
H 0.04345 -0.45941 3.58585 0.19
H 1.61287 -1.24995 3.61382 0.20
H 0.93070 -0.83552 5.14104 0.22
C -2.61219 -8.95268 -3.77462 -0.28
O -1.45201 -8.26487 -3.25204 -0.48
C -1.15685 -7.06478 -3.73850 1.00
O -1.78542 -6.47185 -4.60120 -0.67
O -0.04589 -6.64567 -3.08330 -0.50
C 0.65780 -5.50140 -3.56080 -0.26
H -3.55382 -8.42321 -3.62938 0.18
H -2.92599 -9.88803 -3.31122 0.22
H -2.57139 -9.26063 -4.81941 0.20
H 0.10939 -4.62657 -3.91010 0.19
H 1.25074 -5.92893 -4.36935 0.20
H 1.27661 -5.25088 -2.69917 0.20
C 4.46916 4.26048 0.90031 -0.25
O 5.17602 3.45759 1.73706 -0.49
C 4.85793 3.21354 3.03989 1.00
O 3.90701 3.66447 3.53643 -0.50
O 5.75245 2.54249 3.74648 -0.48
C 6.84292 1.74521 3.18943 -0.27
H 3.46501 3.88091 0.71137 0.18
H 5.00417 4.31792 -0.04762 0.21
H 4.34922 5.23094 1.38189 0.20
H 6.58265 0.71322 2.95413 0.19
H 7.71507 1.66791 3.83864 0.23
H 7.06176 2.13915 2.19694 0.20
C -2.01830 6.34879 -1.76351 -0.28
O -2.40169 7.39548 -0.82366 -0.46
C -3.64178 7.45232 -0.31090 0.99
O -4.50164 6.57309 -0.52436 -0.51
O -3.78672 8.64356 0.29055 -0.45
C -4.92268 8.88062 1.12803 -0.29
H -1.08877 5.95969 -1.34797 0.19
H -1.58398 6.75635 -2.67640 0.22
H -2.66465 5.47168 -1.79528 0.22
H -4.86423 8.41185 2.11035 0.20
H -5.91281 8.51166 0.86045 0.21
H -5.06216 9.94984 1.28745 0.22
```

Its energy relative to the best compared isomer or geometry (same formula, charge and spin) is 386.8 kJ/mol. As for the HOMO energy: -14.36 eV. The value obtained for the gap between HOMO and LUMO is 1.6 eV. Its largest force on an atom is 4.04 eV/A. As for the charge: +2. As for the total energy: -1810.52768 Ha.

---

The following is a DFT calculation (ωB97M-V with the def2-TZVPD basis set) of a 3-piece molecular cluster, C5H14O2 overall.

Structure (XYZ):
```
21
Properties=species:S:1:pos:R:3:nbo_charge:R:1
C 1.15533 1.05076 -0.06010 -0.66
C 0.09742 -0.17281 -0.23497 -0.25
C -1.00694 -0.31293 0.60442 0.04
C -2.21202 -1.22144 0.26316 -0.66
C -1.27896 0.44539 1.89662 -0.68
H 2.15742 0.81275 0.33667 0.24
H 1.33306 1.55079 -1.13148 0.21
H 0.69644 1.88032 0.51439 0.21
H 0.38242 -0.75793 -1.09387 0.21
H -3.10457 -0.58278 0.41307 0.22
H -2.09925 -2.07779 0.89997 0.22
H -1.96300 -1.44864 -0.79542 0.22
H -2.07417 1.18676 1.79347 0.23
H -0.29509 1.05630 2.04082 0.22
H -1.27520 -0.21049 2.87396 0.23
O -1.95322 0.70486 -2.48160 -0.99
H -1.50504 0.38721 -3.33842 0.48
H -1.45674 0.62314 -1.65103 0.50
O 4.39823 -0.60962 0.31367 -0.92
H 5.11724 -0.54057 0.96150 0.46
H 3.99733 -1.37485 0.70510 0.46
```

Its energy relative to the best compared isomer or geometry (same formula, charge and spin) is 189.2 kJ/mol. As for the HOMO energy: -9.05 eV. The value obtained for the gap between HOMO and LUMO is 9.8 eV. Its largest force on an atom is 4.15 eV/A. The structure (SMILES) is CC=C(C)C.O.O. As for the total energy: -349.30375 Ha.

---

The following is a DFT calculation (ωB97M-V with the def2-TZVPD basis set) of one molecule with the formula C5H10O.

Structure (XYZ):
```
16
Properties=species:S:1:pos:R:3:nbo_charge:R:1
C 2.02694 -0.18202 -0.26541 -0.61
C 0.73461 -0.52462 0.47516 -0.39
C -0.52930 -0.11354 -0.28573 -0.33
C -1.83866 -0.37682 0.49834 -0.60
C -0.55227 1.35632 -0.64672 0.45
O 0.09360 2.22213 -0.10667 -0.53
H 2.12344 0.89986 -0.38473 0.22
H 2.90294 -0.53549 0.28719 0.21
H 2.05320 -0.64030 -1.26121 0.20
H 0.68760 -1.60507 0.66496 0.20
H 0.73471 -0.03253 1.45470 0.21
H -0.57906 -0.66913 -1.23370 0.21
H -1.64529 -0.39522 1.57606 0.22
H -2.58035 0.41177 0.32041 0.21
H -2.30270 -1.32520 0.21719 0.22
H -1.28066 1.61524 -1.44867 0.10
```

Its energy relative to the best compared isomer or geometry (same formula, charge and spin) is 40.3 kJ/mol. As for the HOMO energy: -9.71 eV. The value obtained for the gap between HOMO and LUMO is 10.7 eV. Its largest force on an atom is 0.49 eV/A. The structure (SMILES) is CC[C@@H](C)C=O. As for the total energy: -271.73725 Ha.

---

Which of these has the highest largest force on an atom?
C4H9N